No. 1
Here is a structure of composition CH2N2O3S at a distorted geometry from OMol25. Energies are from ωB97M-V/def2-TZVPD.

Expectation value of S² ... 2.01
2S+1 ... 3
Frontier orbital gap (alpha / beta) ... 6.4474 / 7.2682 eV

Last column: Löwdin spin population.
Cartesian coordinates (Å):
C 2.100 0.089 0.236  0.06
N 0.936 0.060 0.593  0.05
N -1.225 -1.013 -0.785  0.80
O 3.154 0.068 -0.239  0.06
O -1.654 0.184 1.303  0.26
O -1.185 1.542 -0.855  0.31
S -1.294 0.302 -0.056  0.42
H 0.658 -0.237 1.501  0.00
H -1.492 -0.995 -1.697  0.04

***

No. 2
Here is an isolated molecule of C20H19N3O7 at a distorted geometry from OMol25. Energies are from ωB97M-V/def2-TZVPD.

SMILES ... O=[N+]([O-])c1ccc(OC/C=C2\Oc3ccc([N+](=O)[O-])cc3[C@H]2N2CCOCC2)cc1
2S+1 ... 1
Frontier orbital gap ... 8.2849 eV

Last column: Löwdin charge in e.
Cartesian coordinates (Å):
O -6.521 1.444 0.442  0.07
N -6.084 0.926 -0.568  -0.37
O -6.528 1.121 -1.683  0.07
C -4.974 0.036 -0.436  -0.17
C -4.460 -0.241 0.826  0.01
C -3.370 -1.072 0.959  -0.01
C -2.774 -1.632 -0.173  -0.27
C -3.324 -1.371 -1.437  0.01
C -4.409 -0.542 -1.571  0.02
H -4.830 -0.320 -2.539  0.12
H -2.860 -1.826 -2.297  0.12
O -1.701 -2.442 -0.168  -0.02
C -0.927 -2.598 1.017  -0.14
C -0.218 -1.328 1.389  0.01
C 0.970 -0.996 0.894  -0.17
O 1.698 -1.862 0.103  0.09
C 2.912 -1.317 -0.123  -0.19
C 3.937 -1.911 -0.844  0.04
C 5.118 -1.205 -0.973  0.02
C 5.256 0.056 -0.398  -0.14
C 4.220 0.655 0.322  0.08
C 3.051 -0.050 0.455  -0.10
C 1.747 0.303 1.122  -0.16
N 1.201 1.528 0.572  -0.11
C 0.128 2.180 1.310  -0.13
H 0.384 3.242 1.414  0.12
C -1.230 2.054 0.586  -0.17
H -2.053 2.008 1.301  0.12
O -1.295 0.857 -0.154  -0.17
C -0.378 0.843 -1.231  -0.16
H -0.222 -0.212 -1.466  0.12
C 0.944 1.544 -0.853  -0.12
H 0.903 2.597 -1.147  0.13
H 1.780 1.082 -1.380  0.13
H -0.825 1.335 -2.107  0.13
H -1.392 2.914 -0.079  0.13
H 0.066 1.747 2.309  0.12
H 1.889 0.475 2.196  0.17
H 4.348 1.638 0.746  0.13
N 6.497 0.764 -0.550  -0.37
O 7.377 0.230 -1.192  0.08
O 6.591 1.854 -0.026  0.08
H 5.952 -1.616 -1.521  0.12
H 3.810 -2.886 -1.284  0.12
H -0.740 -0.614 2.003  0.11
H -0.200 -3.369 0.756  0.13
H -1.554 -2.955 1.842  0.13
H -2.986 -1.275 1.945  0.11
H -4.926 0.207 1.690  0.12

***

No. 3
Here is an isolated molecule of C3H6N4 at a distorted geometry from OMol25. Energies are from ωB97M-V/def2-TZVPD.

SMILES ... CCc1nn[nH]n1
2S+1 ... 1
Frontier orbital gap ... 11.8014 eV

Last column: Löwdin charge in e.
Cartesian coordinates (Å):
C -1.882 0.373 0.383  -0.12
C -0.920 -0.439 -0.447  -0.23
C 0.510 -0.138 -0.167  -0.40
H -2.943 0.089 0.183  0.08
H -1.709 1.452 0.067  0.09
H -1.698 0.389 1.483  0.08
H -1.032 -0.267 -1.512  0.11
H -1.027 -1.518 -0.376  0.10
H 3.400 -0.695 0.450  0.14
N 1.029 1.124 -0.276  0.07
N 2.311 0.986 -0.058  0.00
N 2.540 -0.284 0.173  -0.05
N 1.421 -1.072 0.096  0.13

***

No. 4
Here is a structure of composition C53H37I4N5W from OMol25. Energies are from ωB97M-V/def2-TZVPD.

Expectation value of S² ... 2.20
Charge ... +2
2S+1 ... 3
Frontier orbital gap (alpha / beta) ... 4.8218 / 5.2308 eV

Last column: Löwdin spin population.
Cartesian coordinates (Å):
W -0.420 -0.112 0.261  0.75
I 6.318 -3.294 7.016  0.00
C 4.920 -2.653 5.614  0.00
C 4.830 -3.299 4.388  0.00
C 3.892 -2.868 3.462  0.00
C 3.055 -1.791 3.746  -0.01
C 3.159 -1.155 4.978  0.00
C 4.086 -1.585 5.916  0.00
C 2.055 -1.354 2.733  -0.05
C 1.045 -2.236 2.443  0.09
C 0.720 -3.434 3.120  -0.03
C -0.301 -4.072 2.481  0.08
C -0.694 -3.312 1.350  -0.02
C -1.607 -3.664 0.392  0.08
C -2.152 -5.056 0.407  0.01
C -1.464 -6.076 -0.243  0.00
C -1.968 -7.369 -0.263  0.00
C -3.170 -7.640 0.379  0.00
I -3.935 -9.576 0.351  0.00
C -3.864 -6.635 1.036  0.00
C -3.353 -5.344 1.044  0.00
C -2.167 -2.748 -0.536  0.01
N -2.002 -1.427 -0.496  0.08
C -2.918 -0.866 -1.413  -0.01
C -3.105 0.465 -1.383  0.08
C -4.047 1.229 -2.216  0.01
C -3.629 2.406 -2.837  0.01
C -4.501 3.120 -3.639  0.00
C -5.806 2.667 -3.805  0.01
I -7.121 3.747 -5.001  0.00
C -6.241 1.510 -3.176  0.00
C -5.358 0.791 -2.383  0.01
C -2.303 1.103 -0.319  0.01
C -2.492 0.899 1.088  0.01
C -1.467 1.592 1.719  0.04
C -0.666 2.158 0.675  0.03
N -1.231 1.906 -0.554  0.01
C 0.632 2.834 0.871  0.24
C 1.559 1.947 1.417  -0.01
C 2.825 2.103 2.058  0.09
C 3.191 0.876 2.539  -0.02
C 2.169 -0.050 2.203  0.11
N 1.207 0.600 1.465  0.08
C 0.765 4.243 0.540  0.01
C 1.922 4.997 0.804  0.05
C 2.033 6.319 0.411  -0.01
C 0.986 6.936 -0.266  0.06
I 1.175 8.905 -0.900  0.02
C -0.185 6.230 -0.513  -0.01
C -0.290 4.910 -0.109  0.05
C -3.584 -1.946 -2.117  0.00
C -3.150 -3.090 -1.560  -0.01
N 0.140 -2.119 1.307  0.00
H 5.482 -4.128 4.154  0.00
H 3.818 -3.367 2.503  0.00
H 2.505 -0.324 5.214  0.00
H 4.154 -1.094 6.876  0.00
H 1.216 -3.761 4.021  0.00
H -0.772 -4.998 2.767  0.00
H -0.525 -5.861 -0.739  0.00
H -1.429 -8.154 -0.773  0.00
H -4.797 -6.853 1.537  0.00
H -3.900 -4.558 1.553  0.00
H -2.612 2.753 -2.699  0.00
H -4.171 4.023 -4.133  0.00
H -7.260 1.171 -3.294  0.00
H -5.697 -0.104 -1.875  0.00
H -3.250 0.271 1.532  0.00
H -1.238 1.633 2.772  0.00
H 3.366 3.016 2.228  0.01
H 4.068 0.644 3.120  0.00
H 2.752 4.561 1.336  0.00
H 2.935 6.873 0.635  0.00
H -1.016 6.708 -1.012  0.00
H -1.213 4.385 -0.315  0.00
H -4.317 -1.815 -2.896  0.00
H -3.461 -4.097 -1.790  0.00
C 3.499 2.680 -1.449  0.00
N 2.706 2.991 -2.673  0.00
C 2.657 4.461 -2.926  0.00
C 1.304 2.421 -2.629  0.01
C 1.299 0.930 -2.462  0.03
C 1.827 0.090 -3.447  0.03
C 1.798 -1.304 -3.325  0.04
C 1.210 -1.917 -2.221  0.01
C 0.687 -1.063 -1.260  0.02
C 0.755 0.269 -1.371  0.00
H 4.518 3.025 -1.605  0.00
H 3.484 1.608 -1.273  0.00
H 3.044 3.206 -0.615  0.00
H 3.178 2.543 -3.459  0.00
H 2.107 4.929 -2.111  0.00
H 2.154 4.644 -3.872  0.00
H 3.671 4.852 -2.960  0.00
H 0.843 2.724 -3.569  0.00
H 0.791 2.914 -1.808  0.00
H 2.245 0.520 -4.353  0.00
H 2.211 -1.917 -4.115  0.00
H 1.162 -2.998 -2.166  0.00
H 0.719 -2.249 0.464  0.00

***

No. 5
Here is the ion C6H11N2 with charge +1 at a distorted geometry from OMol25. Energies are from ωB97M-V/def2-TZVPD.

Charge ... +1
2S+1 ... 1
Frontier orbital gap (alpha / beta) ... 8.6452 / 8.7155 eV

Last column: Löwdin charge in e.
Cartesian coordinates (Å):
C 2.587 1.524 -0.516  0.23
C 0.743 0.441 0.109  0.12
C -1.427 1.535 0.701  -0.04
C -1.093 -0.235 -1.073  -0.02
C 1.977 -1.713 0.479  0.00
C -0.660 0.276 0.330  -0.39
N 3.014 0.398 -0.195  0.09
N 1.850 -0.314 0.076  -0.17
H 3.020 2.435 -0.748  0.08
H -2.541 1.425 0.856  0.12
H -1.367 2.087 -0.193  0.07
H -1.040 2.125 1.571  0.11
H -0.655 0.048 -2.049  0.11
H -2.122 -0.144 -1.126  0.07
H -0.898 -1.358 -0.931  0.12
H 2.684 -1.809 1.438  0.15
H 2.352 -2.403 -0.339  0.12
H 0.936 -2.010 0.732  0.09
H -0.796 -0.534 1.048  0.15

***

No. 6
Here is an isolated molecule of C5H6O from OMol25. Energies are from ωB97M-V/def2-TZVPD.

SMILES ... C#C[C@]1(C)CO1
2S+1 ... 1
Frontier orbital gap ... 10.9784 eV

Last column: Löwdin charge in e.
Cartesian coordinates (Å):
C -1.172 -0.939 0.067  0.00
C -0.090 0.126 0.183  -0.50
C -0.344 1.528 -0.189  -0.09
O -0.324 1.130 1.169  -0.01
C 1.285 -0.342 0.072  -0.05
C 2.406 -0.747 -0.098  0.14
H -0.740 -1.941 0.127  0.08
H -1.724 -0.860 -0.874  0.08
H -1.877 -0.816 0.893  0.09
H -1.315 1.804 -0.602  0.12
H 0.494 2.155 -0.493  0.12
H 3.402 -1.098 -0.255  0.03

***

No. 7
Here is an isolated molecule of C24H24FN3O2 from OMol25. Energies are from ωB97M-V/def2-TZVPD.

SMILES ... CN(Cc1ccnc2ccccc12)C(=O)[C@@H]1CCC(=O)N(Cc2ccccc2F)C1
2S+1 ... 1
Frontier orbital gap ... 8.8615 eV

Last column: Löwdin charge in e.
Cartesian coordinates (Å):
C 0.896 0.012 -3.108  -0.02
N 1.139 1.072 -2.156  -0.07
C 0.183 1.869 -1.624  -0.42
O 0.461 2.791 -0.879  0.05
C -1.267 1.517 -1.961  -0.18
C -2.170 2.751 -1.811  -0.12
C -3.456 2.424 -1.051  -0.08
C -3.084 1.917 0.326  -0.46
O -3.545 2.346 1.364  0.06
N -2.138 0.950 0.279  -0.03
C -1.725 0.406 -0.987  -0.09
H -2.557 -0.147 -1.444  0.14
H -0.913 -0.299 -0.803  0.12
C -1.523 0.459 1.495  -0.07
C -1.977 -0.939 1.822  -0.13
C -1.200 -2.049 1.517  -0.22
C -1.607 -3.339 1.798  -0.01
C -2.840 -3.535 2.394  -0.08
C -3.644 -2.448 2.696  -0.08
C -3.214 -1.164 2.413  -0.02
H -3.835 -0.312 2.647  0.12
H -4.607 -2.603 3.157  0.10
H -3.170 -4.537 2.620  0.10
H -0.960 -4.165 1.547  0.12
F 0.001 -1.870 0.910  0.06
H -0.436 0.489 1.380  0.10
H -1.830 1.143 2.290  0.14
H -4.073 3.315 -0.937  0.12
H -4.038 1.666 -1.582  0.12
H -2.410 3.164 -2.792  0.12
H -1.621 3.510 -1.249  0.12
H -1.326 1.130 -2.980  0.13
C 2.540 1.369 -1.880  -0.09
C 3.208 0.225 -1.162  -0.14
C 4.048 -0.619 -1.849  -0.03
C 4.609 -1.726 -1.192  -0.13
N 4.376 -2.021 0.053  0.11
C 3.575 -1.206 0.768  -0.23
C 3.351 -1.526 2.122  -0.01
C 2.576 -0.719 2.905  -0.07
C 1.997 0.440 2.367  -0.08
C 2.175 0.768 1.050  -0.02
C 2.963 -0.046 0.210  -0.09
H 1.717 1.663 0.657  0.10
H 1.403 1.078 3.005  0.11
H 2.407 -0.963 3.944  0.10
H 3.819 -2.418 2.509  0.11
H 5.269 -2.399 -1.726  0.11
H 4.287 -0.440 -2.888  0.11
H 2.562 2.280 -1.280  0.13
H 3.055 1.559 -2.829  0.13
H 0.625 0.413 -4.090  0.10
H 1.809 -0.571 -3.214  0.08
H 0.112 -0.664 -2.770  0.09

***

No. 8
Here is a cluster of 2 separate species, C4H9N in total at a distorted geometry from OMol25. Energies are from ωB97M-V/def2-TZVPD.

SMILES ... C=C=CC.N
2S+1 ... 1
Frontier orbital gap ... 10.2479 eV

Last column: Löwdin charge in e.
Cartesian coordinates (Å):
C -0.661 -0.661 -0.743  -0.18
C 0.284 -0.284 -1.849  -0.11
C -1.037 0.162 0.208  -0.17
N 1.542 -0.046 1.687  0.01
C -1.589 1.042 0.987  0.00
H 2.426 -0.529 1.566  0.00
H 1.364 0.540 0.879  -0.01
H -1.122 -1.639 -0.824  0.10
H 0.883 -0.830 1.816  0.02
H -2.454 1.610 0.683  0.06
H -1.227 1.212 1.990  0.05
H -0.144 -0.531 -2.821  0.07
H 0.510 0.781 -1.830  0.07
H 1.225 -0.826 -1.749  0.07

***

One value per record, in order, for energy above the lowest of the compared OMol25 structures with the same formula, charge and spin: 38.81; 138.80; 31.61; 76.62; 171.03; 64.06; 0.00; 38.15 kcal per mole.
One value per record, in order, for E_tot: -772.4993; -1464.2466; -336.8989; -3572.9502; -344.2426; -269.2442; -1343.6244; -212.4904 Eh.